# 1
The following is a quantum chemistry calculation of an isolated molecule of C3H7NOSi at a distorted geometry, from the OMol25 dataset.

```
13
Properties=species:S:1:pos:R:3:mulliken_charge:R:1
C 0.0486 2.5063 -0.6470 0.509
C 1.1129 -0.2809 1.0948 -1.084
C -0.7719 -1.3751 -0.8661 -1.208
N 0.6501 3.4718 -0.7512 -0.447
O -0.4967 1.3895 -0.7288 -0.274
Si -0.6286 0.0659 0.2652 0.381
H 1.5040 0.6683 1.1961 0.361
H 0.8704 -0.8774 2.0147 0.279
H 1.7248 -0.9017 0.5619 0.363
H -0.1978 -1.1245 -1.7401 0.329
H -0.3485 -2.2299 -0.5216 0.438
H -1.6813 -1.7703 -1.0928 0.449
H -1.7860 0.4578 1.2149 -0.098
```

Summary:
Energy above the lowest of the compared OMol25 structures with the same formula, charge and spin ... 30.1 kJ/mol
Orbital gap ... 11.34 eV
SMILES string ... C[SiH](C)OC#N
Total energy ... -14639.3403 eV
E_HOMO ... -10.676 eV


# 2
The following is a quantum chemistry calculation of an isolated molecule of C5H8N2S at a distorted geometry, from the OMol25 dataset.

```
16
Properties=species:S:1:pos:R:3:mulliken_charge:R:1
C 0.6607 -0.4625 1.2836 -1.588
C 0.6043 0.0309 -0.1712 0.814
C -0.7677 0.4658 -0.6561 -0.087
C -1.7027 -0.6213 -0.6245 -0.730
C -2.4145 -1.5979 -0.5765 0.180
H 1.0224 -1.4988 1.3475 0.441
H 1.3073 0.0992 1.9381 0.451
H -0.3335 -0.4126 1.6915 0.378
H 3.8900 0.0944 -1.4085 0.172
H -0.6185 0.7642 -1.7029 0.293
H -0.8601 2.4726 -0.3109 0.296
H -1.1316 1.6113 1.0043 0.267
H -2.9763 -2.4490 -0.5063 0.465
N 1.5668 0.2306 -0.9534 -0.496
N -1.3205 1.6251 0.0052 -0.674
S 3.0738 -0.3519 -0.3598 -0.181
```

Summary:
Energy above the lowest of the compared OMol25 structures with the same formula, charge and spin ... 301.6 kJ/mol
Orbital gap ... 9.76 eV
SMILES string ... C#C[C@@H](N)/C(C)=N/S
Total energy ... -19127.2952 eV
E_HOMO ... -8.959 eV


# 3
The following is a quantum chemistry calculation of a 15-piece molecular cluster, C45H80O45 overall at a distorted geometry, from the OMol25 dataset.

```
170
Properties=species:S:1:pos:R:3:mulliken_charge:R:1
C 2.0893 1.7645 5.1297 -0.390
C 1.0536 0.9770 4.2642 1.170
O 1.0024 -0.3037 4.8875 -0.360
C 1.8647 -0.3516 5.9326 0.499
O 2.0239 -1.2886 6.6267 -0.544
O 2.5829 0.7900 6.0430 -0.410
H 1.5765 2.5207 5.7312 0.328
H 2.8060 2.2887 4.5010 0.326
H 1.4397 0.9197 3.2533 -0.350
H 0.1123 1.5119 4.3360 -0.169
C -5.3150 3.5632 -0.7712 -0.506
C -3.8434 3.8982 -0.5228 1.181
O -3.9060 4.5803 0.7458 -0.543
C -5.0967 4.3130 1.3509 0.549
O -5.3367 4.6578 2.4418 -0.538
O -5.9107 3.6217 0.5263 -0.349
H -5.4492 2.5486 -1.1567 0.318
H -5.8139 4.2015 -1.5045 0.224
H -3.5346 4.6100 -1.2850 -0.092
H -3.1882 3.0302 -0.5312 -0.312
C 0.8380 1.1242 -0.6262 -0.025
C 0.6460 -0.1468 0.2021 1.596
O -0.7879 -0.2214 0.3152 0.861
C -1.3884 0.7248 -0.4188 0.156
O -2.5674 0.8668 -0.4315 -0.512
O -0.4803 1.4410 -1.0770 -0.349
H 1.5176 1.0267 -1.4645 0.143
H 1.2694 1.8901 0.0168 0.050
H 1.0469 -0.1357 1.2057 -1.350
H 0.9635 -1.0396 -0.3372 -0.415
C 5.4386 -2.7836 -1.4000 0.597
C 4.1755 -3.0682 -0.5940 1.343
O 4.0388 -4.5073 -0.6744 -0.450
C 5.0754 -5.0294 -1.3627 0.566
O 5.2543 -6.1869 -1.5077 -0.568
O 5.8635 -4.0634 -1.8729 -0.466
H 6.1864 -2.3931 -0.7073 -0.068
H 5.3432 -2.1175 -2.2484 -0.253
H 3.2314 -2.6139 -0.8778 -0.362
H 4.3248 -2.8737 0.4645 -0.438
C 1.6825 -2.2989 -5.4647 -0.443
C 3.1207 -2.1584 -5.9972 -0.433
O 3.8754 -1.7103 -4.8799 -0.303
C 3.0439 -1.4699 -3.8361 0.097
O 3.3895 -0.9659 -2.8039 -0.196
O 1.7981 -1.9285 -4.0903 0.006
H 1.2448 -3.2820 -5.6288 0.318
H 0.9720 -1.6136 -5.9325 0.280
H 3.1356 -1.5336 -6.8890 0.260
H 3.4988 -3.1437 -6.2759 0.380
C 0.1425 4.7656 3.9834 -0.311
O -0.0129 4.9528 2.5892 -0.445
C 0.2563 3.9654 1.7509 0.460
O 0.6256 2.8708 2.0561 -0.214
O -0.0705 4.2783 0.5170 0.037
C -0.6310 5.5581 0.2004 -0.525
H 1.0278 5.2909 4.3440 0.274
H 0.2022 3.7157 4.2538 -0.160
H -0.7133 5.2086 4.4872 0.340
H -1.7128 5.5136 0.3204 -0.015
H -0.3901 5.8389 -0.8213 0.222
H -0.2554 6.3431 0.8541 0.383
C -0.9124 -5.3389 1.4352 -0.452
O -0.3836 -5.8563 0.2031 -0.450
C 0.3125 -5.0360 -0.5370 0.635
O 0.5715 -3.9007 -0.2524 -0.128
O 0.6902 -5.7232 -1.5954 -0.433
C 1.4492 -5.1012 -2.6299 -0.316
H -1.7681 -4.7271 1.1547 0.166
H -0.1992 -4.7532 2.0087 0.204
H -1.2424 -6.1821 2.0304 0.250
H 0.7427 -4.6322 -3.3120 0.208
H 1.9464 -5.9237 -3.1455 0.365
H 2.2765 -4.4977 -2.2721 -0.113
C -5.9580 -0.6865 0.4556 -0.597
O -7.0457 0.2470 0.4846 -0.370
C -7.6323 0.4626 1.6581 0.952
O -7.3906 -0.0966 2.6807 -0.567
O -8.5897 1.3806 1.4963 -0.391
C -8.9543 2.1255 2.6530 -0.612
H -5.0433 -0.1399 0.6996 0.095
H -5.8763 -0.9428 -0.5975 0.262
H -6.0551 -1.5403 1.1173 0.433
H -9.1918 1.4319 3.4606 0.319
H -9.8730 2.6706 2.4487 0.239
H -8.1667 2.8313 2.9094 0.221
C 9.6959 -1.4080 -1.8173 -0.815
O 8.4004 -1.0876 -2.3268 -0.287
C 7.8597 0.0103 -1.8645 0.733
O 8.2995 0.7077 -1.0025 -0.568
O 6.7687 0.2590 -2.5661 -0.202
C 5.8206 1.1326 -1.9800 0.395
H 9.5871 -1.9056 -0.8534 0.300
H 10.3034 -0.5183 -1.6123 0.338
H 10.2728 -1.9431 -2.5637 0.287
H 5.6089 0.8125 -0.9621 -0.212
H 4.8877 1.1036 -2.5421 -0.506
H 6.1298 2.1754 -2.0806 0.473
C -3.8283 -5.9672 -2.5881 -0.747
O -3.0982 -4.7608 -2.3700 -0.391
C -3.3090 -4.2034 -1.1752 0.333
O -3.8812 -4.7203 -0.2804 -0.551
O -2.7745 -3.0019 -1.0571 0.344
C -1.9909 -2.4471 -2.0994 -0.460
H -4.8904 -5.8253 -2.4093 0.287
H -3.4784 -6.7320 -1.8912 0.295
H -3.6105 -6.3354 -3.5844 0.255
H -2.6136 -1.7060 -2.6157 0.346
H -1.6876 -3.1086 -2.9084 0.304
H -1.1034 -1.9442 -1.7274 -0.064
C -3.5289 1.5969 2.4999 0.464
O -2.9719 2.1630 3.6954 0.173
C -3.7554 2.1748 4.7701 0.337
O -4.7860 1.5881 4.8958 -0.505
O -3.1677 2.9380 5.6895 -0.245
C -3.8738 3.0830 6.9122 -0.781
H -4.6112 1.7371 2.5034 0.321
H -3.2852 0.5417 2.4642 -0.103
H -3.1010 2.1117 1.6462 -0.539
H -3.2517 3.6694 7.5828 0.234
H -3.9956 2.1178 7.4085 0.311
H -4.8401 3.5465 6.7335 0.301
C -4.5117 -4.7776 4.8662 -0.755
O -3.4782 -4.3737 4.0034 -0.286
C -3.2258 -3.0697 3.8961 0.734
O -3.8872 -2.1998 4.3732 -0.556
O -2.1591 -2.9130 3.1350 -0.119
C -1.7850 -1.6069 2.7571 -0.132
H -5.2631 -5.3782 4.3612 0.250
H -5.0008 -3.9308 5.3432 0.344
H -4.0560 -5.3773 5.6559 0.256
H -0.7426 -1.6262 2.4340 -0.346
H -1.8632 -0.9395 3.6153 0.458
H -2.2777 -1.2318 1.8635 -0.149
C -3.2443 5.2017 -3.9739 -0.726
O -2.2474 4.2123 -4.1832 -0.323
C -2.6378 2.9381 -4.1886 0.813
O -3.7830 2.5764 -4.2201 -0.614
O -1.5647 2.1783 -4.1897 -0.233
C -1.7819 0.7671 -4.0656 -0.362
H -3.4994 5.6728 -4.9202 0.327
H -2.8499 5.9334 -3.2698 0.216
H -4.1461 4.7869 -3.5254 0.309
H -2.3005 0.5541 -3.1303 -0.121
H -0.8280 0.2735 -4.1897 0.230
H -2.4882 0.4585 -4.8441 0.534
C 2.8788 -2.0777 3.1172 -0.159
O 3.7456 -0.9890 3.3966 -0.454
C 4.3346 -0.4197 2.3393 0.723
O 3.9192 -0.4432 1.2078 0.057
O 5.4176 0.1907 2.7464 -0.446
C 6.2679 0.8564 1.8046 -0.274
H 3.0603 -2.5974 2.1748 -0.269
H 1.8090 -1.8615 3.1598 0.063
H 2.9711 -2.9024 3.8299 0.532
H 5.7894 1.7965 1.5281 0.273
H 6.4345 0.2151 0.9436 -0.068
H 7.2019 1.0865 2.3018 0.303
C 3.5412 1.3308 -6.2999 -0.613
O 3.6151 2.2557 -5.2194 -0.198
C 4.7753 2.9053 -5.0885 0.725
O 5.6825 2.8465 -5.8540 -0.574
O 4.7959 3.6712 -4.0088 -0.359
C 3.6717 3.7303 -3.1539 -0.244
H 3.5704 1.8259 -7.2705 0.438
H 2.5196 0.9589 -6.2139 0.135
H 4.2906 0.5557 -6.1733 0.224
H 2.7663 4.1723 -3.5675 0.401
H 3.9433 4.1821 -2.2072 0.312
H 3.3373 2.7134 -2.9135 -0.151
```

Summary:
Energy above the lowest of the compared OMol25 structures with the same formula, charge and spin ... 0.0 kJ/mol
Orbital gap ... 10.06 eV
Total energy ... -140099.4056 eV
E_HOMO ... -10.234 eV


# 4
The following is a quantum chemistry calculation of an isolated molecule of C2H4N3PS at a distorted geometry, from the OMol25 dataset.

```
11
Properties=species:S:1:pos:R:3:mulliken_spin:R:1
C 0.2426 -0.3629 -0.7303 0.030
C 0.4671 0.3156 1.6668 0.012
N -1.3744 0.7981 0.4511 0.120
N -0.5338 -0.4128 -1.8442 -0.003
N -0.2708 0.2144 0.4250 -0.049
P -1.8210 0.3812 -2.4761 1.643
S 1.7739 -1.1182 -0.7729 0.251
H 1.4538 -0.0271 1.4381 0.004
H 0.3324 1.4506 1.9114 -0.001
H -0.1273 -0.1344 2.4475 -0.007
H -0.1426 -1.1046 -2.5165 0.002
```

Summary:
Spin multiplicity ... 3
Energy above the lowest of the compared OMol25 structures with the same formula, charge and spin ... 152.4 kJ/mol
Orbital gap (alpha / beta) ... 6.70 / 6.93 eV
Total energy ... -26728.1228 eV
E_HOMO (alpha / beta) ... -7.735 / -8.568 eV


# 5
The following is a quantum chemistry calculation of C11H35BrNO11P2S7 as an isolated structure at a distorted geometry, from the OMol25 dataset.

```
68
Properties=species:S:1:pos:R:3:mulliken_charge:R:1
C 1.7522 -2.0392 0.9321 -0.501
P 0.5686 -0.8867 1.6996 0.133
O -0.3150 -0.3842 0.4221 -0.287
S -0.6586 -2.2649 2.8940 1.057
O 0.1051 -3.4967 2.9560 -0.716
O -0.7931 -1.5782 4.1606 -0.775
N -2.0585 -2.5916 2.1752 -0.472
S -3.1810 -1.4774 2.3323 0.834
O -2.7436 -0.1525 1.9486 -0.257
O -3.9629 -1.5469 3.5444 -0.642
P -4.4437 -2.0311 0.6301 0.235
O -5.2448 -3.2962 1.2907 -0.458
Br -5.9282 -0.3348 0.8156 -0.297
H 1.4516 -2.1991 -0.1055 0.328
H 2.7429 -1.5979 0.9919 -0.273
H 1.7459 -2.9966 1.4507 0.447
H -0.2877 0.5760 0.4212 0.288
H -5.7829 -3.6624 0.5860 0.338
C 2.8423 0.0147 5.7104 -0.808
S 3.4037 -1.6681 5.4145 0.361
O 3.5694 -1.7975 3.9473 -0.527
C 1.8344 -2.4529 5.7952 -0.433
H 3.6648 0.6859 5.4697 0.324
H 1.9894 0.2206 5.0625 0.158
H 2.5687 0.1271 6.7600 0.372
H 1.0593 -2.0588 5.1338 -0.133
H 1.5861 -2.2764 6.8431 0.394
H 1.9512 -3.5194 5.6152 0.321
C -1.3772 -2.0638 -3.6912 -0.997
S -2.4620 -0.9783 -2.7588 0.817
O -3.7219 -1.7277 -2.5138 -0.691
C -2.7814 0.1542 -4.1137 -0.969
H -1.0903 -2.8797 -3.0308 0.357
H -1.9140 -2.4540 -4.5575 0.340
H -0.4955 -1.5033 -4.0027 0.281
H -3.2179 -0.3922 -4.9521 0.314
H -1.8492 0.6294 -4.4126 0.213
H -3.4859 0.9043 -3.7583 0.356
C -2.3776 3.3382 4.4297 -1.044
S -2.9144 2.7858 2.8041 0.830
O -1.8943 3.2815 1.8389 -0.689
C -4.3065 3.9232 2.6822 -1.092
H -1.4772 2.7792 4.6753 0.276
H -2.1618 4.4077 4.4049 0.347
H -3.1567 3.1154 5.1588 0.354
H -3.9550 4.9522 2.7751 0.343
H -5.0299 3.6890 3.4634 0.349
H -4.7616 3.7718 1.7057 0.303
C 5.2067 2.3529 -1.2668 -0.976
S 4.5180 0.6945 -1.1389 0.431
O 3.0883 0.8506 -0.7964 -0.494
C 5.3633 0.2577 0.3866 -0.953
H 4.7618 2.8262 -2.1395 0.310
H 4.9532 2.9183 -0.3701 0.298
H 6.2882 2.2900 -1.3921 0.381
H 5.0942 0.9719 1.1643 0.284
H 6.4408 0.2524 0.2176 0.430
H 5.0303 -0.7371 0.6755 0.274
C 0.9442 1.9433 -7.6515 -1.018
S -0.2612 0.7296 -7.1028 0.539
O 0.0319 0.4553 -5.6750 -0.548
C 0.4108 -0.6474 -8.0405 -0.976
H 0.7261 2.8765 -7.1372 0.324
H 1.9456 1.6014 -7.3909 0.305
H 0.8510 2.0850 -8.7283 0.385
H 1.4493 -0.8084 -7.7522 0.306
H 0.3335 -0.4322 -9.1063 0.376
H -0.1812 -1.5276 -7.7992 0.312
```

Summary:
Orbital gap ... 6.45 eV
Total energy ... -200452.1761 eV
Total charge ... -1
E_HOMO ... -4.759 eV


# 6
The following is a quantum chemistry calculation of an isolated ion of composition C4H13N2 and charge +1 at a distorted geometry, from the OMol25 dataset.

```
19
Properties=species:S:1:pos:R:3:mulliken_charge:R:1
N -0.6187 1.5031 -0.9583 -0.550
C 0.7202 0.9901 -1.4717 -0.595
C 1.4660 0.5373 -0.0952 -0.511
N 0.3927 -0.0365 0.8777 -0.160
C -0.2420 -1.3070 0.4568 -0.331
C -1.5298 -1.7124 1.1254 -1.149
H -1.4358 1.1290 -1.5137 0.222
H -0.6047 2.5416 -0.9553 0.228
H -0.2217 0.7344 1.0485 0.441
H 0.5467 0.0970 -2.0452 0.334
H 1.2880 1.8357 -1.9513 0.371
H 1.8551 1.4572 0.4406 0.352
H 2.2797 -0.2715 -0.0301 0.356
H 0.8577 -0.2300 1.7554 0.373
H 0.5199 -2.0725 0.6861 0.365
H -0.5470 -1.1424 -0.5810 0.239
H -2.1851 -0.8276 1.0641 0.336
H -1.8587 -2.4791 0.3907 0.329
H -1.3984 -2.0858 2.1627 0.350
```

Summary:
Energy above the lowest of the compared OMol25 structures with the same formula, charge and spin ... 152.4 kJ/mol
Orbital gap ... 11.22 eV
SMILES string ... CC[NH2+]CCN
Total energy ... -7331.9082 eV
Total charge ... +1
E_HOMO ... -14.204 eV


# 7
The following is a quantum chemistry calculation of a 2-piece molecular cluster, C5H11BrN2 overall at a distorted geometry, from the OMol25 dataset.

```
19
Properties=species:S:1:pos:R:3:mulliken_charge:R:1
C -0.4185 1.4611 1.6749 -0.468
C -0.2086 1.9077 0.4112 0.249
C -0.5128 -2.6283 0.2430 0.022
C -0.0124 3.4010 0.1531 -1.089
C 0.1507 -2.1044 -1.9833 -0.790
N 1.5440 -1.5890 -0.2551 -0.955
N 0.3890 -2.0873 -0.5546 0.601
Br -0.4020 -2.5182 2.2110 -0.217
H -0.5780 0.3927 1.9740 -0.009
H -0.4269 2.2110 2.5643 0.157
H -0.2850 1.2355 -0.4100 0.276
H -1.5857 -2.8111 -0.0430 0.249
H -0.3804 3.5924 -0.8671 0.302
H 1.0197 3.4611 0.1357 0.280
H -0.4924 3.9887 0.9494 0.324
H 0.4108 -1.0590 -2.3369 0.275
H 0.8437 -2.8284 -2.4637 0.278
H -0.8996 -2.1879 -2.1032 0.319
H 1.8446 -1.8375 0.7005 0.197
```

Summary:
Energy above the lowest of the compared OMol25 structures with the same formula, charge and spin ... 12.9 kJ/mol
Orbital gap (alpha / beta) ... 8.62 / 8.62 eV
Total energy ... -78382.0742 eV
E_HOMO (alpha / beta) ... -8.066 / -8.065 eV


# 8
The following is a quantum chemistry calculation of a 2-piece molecular cluster, C26H30N6O3 overall at a distorted geometry, from the OMol25 dataset.

```
65
Properties=species:S:1:pos:R:3:mulliken_charge:R:1
C -1.8587 6.1001 4.3127 -1.596
C -1.8271 5.0183 3.2893 0.929
C -2.9375 4.1894 3.1187 -0.850
C -2.9133 3.1283 2.2244 1.549
C -4.1577 2.3122 2.0987 -2.104
C -1.7515 2.9209 1.4611 -0.397
N -1.7287 1.8807 0.4890 1.175
C -1.5350 2.0528 -0.8334 -1.360
N -1.5195 0.8443 -1.4250 0.606
C -1.5520 0.6637 -2.8252 0.046
C -0.5843 1.2885 -3.6340 1.448
C 0.4996 2.1549 -3.0772 -1.042
C -0.6199 1.0551 -5.0098 -1.350
C -1.6147 0.2729 -5.5864 0.713
C -1.5822 0.0614 -7.0609 -1.565
C -2.6046 -0.2943 -4.7791 -1.248
C -2.5907 -0.0961 -3.3960 1.285
C -3.7427 -0.6047 -2.5968 -1.624
C -1.5638 -0.2500 -0.4349 -0.277
C -1.5441 0.4726 0.8749 -0.830
C -0.6248 3.7457 1.6233 1.074
C 0.6284 3.4967 0.8496 -1.294
C -0.6851 4.7972 2.5252 -1.226
H -0.8868 6.5985 4.3223 0.367
H -2.6355 6.8381 4.0886 0.339
H -2.0594 5.6913 5.3093 0.347
H -3.8353 4.3737 3.7125 0.378
H -4.0611 1.4942 1.3852 0.170
H -4.4318 1.8987 3.0801 0.472
H -4.9886 2.9575 1.7815 0.353
H 1.1866 2.3996 -3.8955 0.453
H 0.1123 3.0988 -2.6787 0.109
H 1.0768 1.6658 -2.2833 0.219
H 0.1493 1.4834 -5.6544 0.364
H -2.4425 -0.5272 -7.3796 0.365
H -1.5983 1.0240 -7.5861 0.338
H -0.6631 -0.4582 -7.3607 0.324
H -3.3892 -0.8963 -5.2314 0.289
H -4.4184 -1.1227 -3.2836 0.398
H -3.4483 -1.3442 -1.8480 0.366
H -4.2910 0.2059 -2.0996 0.220
H -2.4787 -0.8281 -0.5445 0.068
H -0.7000 -0.9201 -0.5261 0.368
H -0.5631 0.3231 1.3480 0.176
H -2.3361 0.1661 1.5611 0.462
H 1.3923 4.1831 1.2358 0.475
H 0.9962 2.4691 0.9663 0.193
H 0.4874 3.6969 -0.2207 0.089
H 0.1876 5.4469 2.6681 0.230
C 0.3994 7.3107 -2.1084 -0.666
O -0.6741 7.4773 -1.1550 -0.377
C -1.5656 6.4889 -1.2095 0.589
N -2.7440 6.7570 -0.6390 -0.688
C -3.6534 5.7994 -0.7526 0.804
N -4.7727 5.6186 0.0183 -0.512
O -5.1584 4.3077 -0.2477 -0.207
N -4.2660 3.6926 -1.2206 0.668
O -4.4531 2.5264 -1.5209 -0.626
C -3.3418 4.6342 -1.5617 -0.103
C -2.0222 4.3688 -1.9028 -0.130
N -1.1376 5.3598 -1.8032 -0.359
H 0.9970 8.1967 -1.9556 0.284
H 0.9695 6.3930 -1.9165 0.234
H 0.0216 7.2779 -3.1418 0.293
H -1.7324 3.3492 -2.2139 0.798
```

Summary:
Energy above the lowest of the compared OMol25 structures with the same formula, charge and spin ... 754.4 kJ/mol
Orbital gap ... 7.41 eV
Total energy ... -42525.9535 eV
E_HOMO ... -8.238 eV


> Which of these has the highest total energy?

C4H13N2